1.
{
  "formula": "C17H15IrN7",
  "method": "wB97M-V/def2-TZVPD",
  "multiplicity": 5,
  "total_charge": 3,
  "homo_lumo_gap_ev": [5.41, 3.97],
  "elements": ["Ir", "N", "C", "N", "C", "N", "N", "C", "C", "C", "C", "C", "C", "N", "C", "C", "C", "C", "C", "C", "H", "H", "H", "H", "H", "H", "H", "H", "H", "H", "H", "N", "C", "C", "C", "N", "H", "H", "H", "H"],
  "xyz": [[-0.85, -0.25, 0.17], [3.31, -1.53, -0.02], [1.94, -1.53, 0.06], [1.21, -0.44, 0.14], [1.80, 0.80, 0.09], [1.10, 1.85, 0.36], [-0.23, 1.59, 0.42], [-1.17, 2.54, 0.36], [-2.43, 2.03, 0.22], [-3.53, 2.92, -0.06], [-4.82, 2.49, 0.00], [-5.05, 1.08, 0.19], [-3.95, 0.25, 0.55], [-2.65, 0.71, 0.42], [3.26, 0.82, -0.07], [3.86, 2.09, -0.17], [5.23, 2.19, -0.23], [5.97, 1.02, -0.09], [5.42, -0.24, -0.06], [4.00, -0.33, -0.14], [3.73, -2.42, -0.05], [1.44, -2.48, 0.06], [-0.81, 3.65, 0.36], [-3.35, 3.86, -0.32], [-5.59, 3.24, -0.10], [-6.02, 0.60, 0.05], [-4.10, -0.77, 0.76], [3.24, 3.00, -0.17], [5.66, 3.13, -0.28], [7.07, 0.99, 0.15], [6.01, -1.09, 0.16], [-1.05, -3.17, 0.17], [-1.83, -4.23, -0.09], [-3.05, -3.71, -0.49], [-2.90, -2.31, -0.69], [-1.63, -1.97, -0.25], [-0.11, -3.24, 0.59], [-1.49, -5.33, -0.15], [-3.94, -4.24, -0.81], [-3.69, -1.58, -1.05]],
  "nbo_charge": [1.23, -0.48, 0.39, -0.52, 0.31, -0.19, -0.33, 0.03, 0.10, -0.11, -0.14, -0.15, 0.08, -0.52, -0.16, 0.00, 0.02, -0.21, -0.06, 0.28, 0.46, 0.22, 0.28, 0.24, 0.27, 0.27, 0.23, 0.28, 0.27, 0.29, 0.27, -0.33, 0.06, -0.29, 0.02, -0.40, 0.42, 0.30, 0.29, 0.27]
}

=====

2.
{
  "formula": "C17H14I2N2OPdSTe",
  "method": "wB97M-V/def2-TZVPD",
  "multiplicity": 3,
  "total_charge": 0,
  "homo_lumo_gap_ev": [7.41, 5.58],
  "elements": ["Pd", "I", "C", "C", "C", "I", "C", "O", "C", "C", "N", "C", "C", "C", "C", "C", "C", "N", "C", "H", "H", "H", "H", "H", "H", "H", "H", "H", "H", "H", "Te", "C", "C", "C", "C", "S", "H", "H", "H"],
  "xyz": [[0.77, -0.38, -0.92], [-4.94, -0.83, 2.55], [-3.40, -1.25, 1.22], [-2.26, -1.89, 1.67], [-1.23, -2.14, 0.78], [0.58, -2.89, 1.48], [-1.31, -1.81, -0.59], [-0.37, -2.12, -1.44], [-2.43, -1.02, -0.97], [-2.35, -0.27, -2.26], [-1.37, 0.82, -2.11], [-1.72, 1.84, -1.13], [-1.16, 1.64, 0.27], [-1.97, 1.87, 1.37], [-1.46, 1.75, 2.64], [-0.12, 1.43, 2.80], [0.63, 1.22, 1.66], [0.14, 1.31, 0.42], [-3.47, -0.80, -0.09], [-2.15, -2.18, 2.71], [-3.34, 0.10, -2.54], [-1.98, -0.92, -3.06], [-1.18, 1.25, -3.00], [-2.80, 1.96, -1.03], [-1.33, 2.79, -1.49], [-3.02, 2.11, 1.21], [-2.10, 1.90, 3.50], [0.33, 1.33, 3.77], [1.68, 0.96, 1.73], [-4.32, -0.21, -0.41], [2.56, 0.00, -2.71], [4.20, -0.39, -1.53], [5.52, -0.45, -1.87], [6.36, -0.75, -0.77], [5.66, -0.93, 0.38], [3.98, -0.71, 0.14], [5.88, -0.28, -2.88], [7.44, -0.85, -0.84], [6.05, -1.17, 1.36]],
  "nbo_charge": [0.61, 0.13, -0.20, -0.27, -0.25, 0.16, 0.35, -0.77, -0.13, -0.24, -0.63, -0.26, 0.23, -0.25, -0.14, -0.26, 0.06, -0.51, -0.23, 0.23, 0.17, 0.23, 0.38, 0.19, 0.22, 0.23, 0.23, 0.23, 0.21, 0.22, 0.38, -0.57, -0.25, -0.26, -0.41, 0.50, 0.23, 0.23, 0.24]
}

=====

3.
{
  "formula": "C12H15BeF9N3O15",
  "method": "wB97M-V/def2-TZVPD",
  "multiplicity": 1,
  "total_charge": -1,
  "homo_lumo_gap_ev": 7.01,
  "elements": ["Be", "N", "O", "O", "O", "N", "O", "O", "O", "N", "O", "O", "O", "C", "C", "O", "C", "O", "C", "F", "F", "F", "H", "H", "H", "H", "H", "C", "C", "O", "C", "O", "C", "F", "F", "F", "H", "H", "H", "H", "H", "C", "C", "O", "C", "O", "C", "F", "F", "F", "H", "H", "H", "H", "H"],
  "xyz": [[-0.06, 6.10, 7.78], [-0.25, 8.57, 9.60], [-0.81, 7.50, 9.75], [0.64, 8.52, 8.72], [-0.67, 9.62, 10.11], [1.15, 3.70, 6.39], [1.85, 2.85, 5.85], [0.08, 4.03, 5.99], [1.35, 3.98, 7.59], [-2.45, 7.53, 6.73], [-2.46, 6.33, 6.82], [-3.12, 8.37, 7.32], [-1.42, 8.02, 6.34], [-3.37, 1.66, 7.13], [-2.51, 2.82, 7.57], [-2.71, 2.81, 8.93], [-2.09, 3.67, 9.71], [-1.35, 4.55, 9.31], [-2.39, 3.52, 11.20], [-3.00, 4.61, 11.72], [-3.25, 2.55, 11.54], [-1.29, 3.39, 11.88], [-3.23, 1.56, 6.05], [-4.42, 1.92, 7.29], [-3.39, 0.69, 7.62], [-2.88, 3.79, 7.23], [-1.48, 2.69, 7.26], [5.86, 6.00, 10.12], [4.35, 5.66, 9.83], [3.65, 6.16, 10.88], [2.37, 6.03, 10.89], [1.65, 5.61, 9.94], [1.71, 6.17, 12.23], [1.14, 7.39, 12.28], [0.72, 5.28, 12.38], [2.55, 6.07, 13.21], [6.02, 7.07, 9.97], [6.45, 5.35, 9.48], [6.18, 5.99, 11.16], [4.21, 4.58, 9.77], [4.15, 6.07, 8.84], [4.74, 5.73, 3.73], [3.56, 6.00, 4.63], [2.95, 7.27, 4.37], [1.85, 7.72, 5.06], [1.26, 6.94, 5.87], [1.33, 9.13, 4.67], [0.87, 9.82, 5.71], [2.36, 9.83, 4.06], [0.40, 8.97, 3.67], [5.35, 5.00, 4.26], [5.30, 6.66, 3.66], [4.58, 5.48, 2.68], [3.96, 6.00, 5.65], [2.80, 5.23, 4.49]],
  "nbo_charge": [1.58, 0.72, -0.54, -0.58, -0.46, 0.71, -0.49, -0.51, -0.59, 0.72, -0.59, -0.46, -0.56, -0.63, -0.10, -0.46, 0.72, -0.58, 0.90, -0.31, -0.32, -0.29, 0.22, 0.21, 0.22, 0.23, 0.21, -0.63, -0.07, -0.45, 0.70, -0.57, 0.90, -0.31, -0.30, -0.30, 0.21, 0.21, 0.22, 0.19, 0.20, -0.63, -0.07, -0.49, 0.73, -0.61, 0.92, -0.26, -0.33, -0.31, 0.22, 0.21, 0.22, 0.19, 0.21]
}

=====

Record-wise DFT total energy values, in eV: -31108.73561 -60691.89867 -72716.76957